C22H23BF7N7NiO2Se | ωB97M-V/def2-TZVPD

Last column: Löwdin charge in e.
Positions of all 64 atoms, in Å:
1 Ni -0.350 0.570 0.501  0.3246
2 N -0.943 -2.201 -1.015  0.1244
3 C -1.296 -2.291 0.310  -0.3043
4 C -1.765 -3.533 0.770  0.0046
5 C -2.184 -3.643 2.070  -0.0549
6 C -2.154 -2.516 2.895  -0.0585
7 C -1.661 -1.352 2.363  -0.1162
8 N -1.203 -1.235 1.105  0.0822
9 C -0.498 -1.169 -1.820  -0.3054
10 C -0.131 -1.559 -3.120  -0.0111
11 C 0.307 -0.621 -4.013  -0.0546
12 C 0.354 0.711 -3.606  -0.0511
13 C -0.028 1.016 -2.326  -0.0972
14 N -0.440 0.102 -1.412  0.0833
15 H -0.831 -3.101 -1.453  0.1187
16 H -1.795 -4.379 0.095  0.1186
17 H -2.547 -4.591 2.445  0.1124
18 H -2.505 -2.546 3.915  0.1055
19 H -1.637 -0.444 2.954  0.1110
20 H -0.184 -2.605 -3.388  0.1174
21 H 0.603 -0.914 -5.012  0.1129
22 H 0.676 1.501 -4.269  0.1082
23 H -0.024 2.037 -1.990  0.0916
24 N 0.668 0.792 2.184  0.0710
25 C 1.014 2.149 2.661  -0.2679
26 C 1.823 2.187 3.947  -0.1309
27 C 3.250 1.651 3.813  -0.1714
28 C 4.216 2.530 3.009  -0.1593
29 N 3.938 2.617 1.570  0.0790
30 C 3.857 1.523 0.788  -0.4750
31 N 4.582 0.447 1.068  0.1938
32 N 3.066 1.529 -0.277  0.2172
33 C -0.291 2.941 2.749  -0.4793
34 O -0.700 3.372 3.801  0.1123
35 O -0.905 3.103 1.604  0.1649
36 H 0.263 0.269 2.959  0.1006
37 H 1.510 0.271 1.932  0.0408
38 H 1.569 2.614 1.856  0.1045
39 H 1.292 1.629 4.722  0.1263
40 H 1.844 3.221 4.299  0.1279
41 H 3.245 0.638 3.397  0.1019
42 H 3.682 1.554 4.812  0.1174
43 H 5.242 2.185 3.155  0.1131
44 H 4.191 3.554 3.381  0.1290
45 H 3.411 3.412 1.245  0.1486
46 H 5.220 0.461 1.843  0.1148
47 H 4.243 -0.460 0.715  -0.0080
48 H 2.276 2.178 -0.315  0.0868
49 H 2.952 0.644 -0.766  0.0442
50 F 5.213 -6.746 -1.663  0.1208
51 C 4.567 -5.648 -1.268  -0.1460
52 C 5.252 -4.610 -0.661  -0.1493
53 F 6.571 -4.711 -0.469  0.1165
54 C 4.568 -3.478 -0.260  -0.2537
55 F 5.295 -2.505 0.323  0.0517
56 C 3.199 -3.316 -0.434  -0.5294
57 Se 2.275 -1.756 0.124  0.7217
58 C 2.550 -4.381 -1.045  -0.2523
59 F 1.220 -4.333 -1.263  0.0488
60 C 3.203 -5.528 -1.460  -0.1499
61 F 2.524 -6.520 -2.045  0.1145
62 F -1.377 2.909 -0.637  0.1063
63 B -0.422 2.551 0.302  -0.8619
64 F 0.829 3.228 -0.059  -0.0024

Orbital gap (spin up / spin down), eV: 7.6 / 7.6
Energy above the lowest of the compared OMol25 structures with the same formula, charge and spin, kcal/mol: 0.00
Charge: 0
LUMO energy (spin up / spin down), eV: 0.20 / 0.20
Multiplicity: 1

***

C22H23Cl3N2O2PSbSe4Tc | ωB97M-V/def2-TZVPD

Last column: Löwdin charge in e.
Positions of all 59 atoms, in Å:
1 Tc -0.920 -0.546 -0.065  0.9733
2 Se -4.340 -0.307 2.568  0.5908
3 Sb -4.092 -2.673 1.697  0.5680
4 Se -1.123 -1.890 3.891  0.6418
5 Se -2.186 -2.505 -0.065  0.2247
6 Se -2.581 -3.607 3.600  0.1503
7 C 2.104 -2.850 4.286  -0.0260
8 C 1.002 -3.245 3.533  -0.1140
9 C 0.419 -2.391 2.535  -0.4409
10 C 1.081 -1.120 2.221  -0.2184
11 C 0.589 -0.212 1.271  -0.1959
12 C 1.187 1.026 1.134  -0.0845
13 C 2.316 1.377 1.884  -0.0135
14 C 2.814 0.503 2.816  0.0258
15 C 2.192 -0.744 3.010  -0.1427
16 C 2.679 -1.633 4.018  0.0839
17 H 2.496 -3.494 5.058  0.1374
18 H 0.570 -4.228 3.676  0.1253
19 H -0.125 -2.879 1.733  0.0390
20 H 0.795 1.757 0.433  0.0711
21 H 2.772 2.346 1.738  0.1304
22 H 3.672 0.768 3.420  0.1377
23 H 3.543 -1.318 4.591  0.1474
24 C -3.267 1.603 -1.527  -0.2060
25 P -1.610 0.961 -1.817  0.8842
26 C -1.651 0.119 -3.409  -0.1874
27 C -0.432 2.305 -1.875  -0.3821
28 C -0.816 3.602 -1.517  -0.1084
29 C 0.110 4.631 -1.572  -0.0372
30 C 1.414 4.371 -1.977  -0.0240
31 C 1.796 3.086 -2.342  -0.0407
32 C 0.880 2.050 -2.294  -0.0896
33 H -3.334 2.117 -0.571  0.0278
34 H -3.974 0.773 -1.541  0.0685
35 H -3.523 2.296 -2.332  0.0842
36 H -2.030 0.829 -4.148  0.0842
37 H -2.320 -0.741 -3.361  0.0624
38 H -0.650 -0.194 -3.696  0.0336
39 H -1.831 3.822 -1.220  0.0939
40 H -0.189 5.638 -1.315  0.1261
41 H 2.130 5.181 -2.028  0.1266
42 H 2.807 2.898 -2.678  0.1227
43 H 1.180 1.055 -2.594  0.0820
44 N 2.142 -3.499 -3.764  0.2062
45 C 1.406 -3.350 -2.464  -0.0179
46 C 1.077 -1.853 -2.317  -0.5934
47 O 1.443 -1.109 -3.214  0.0512
48 O 0.470 -1.536 -1.236  -0.2390
49 H 3.089 -3.862 -3.647  0.1811
50 H 2.197 -2.529 -4.156  0.1578
51 H 1.660 -4.103 -4.432  0.1807
52 H 2.039 -3.689 -1.647  0.1448
53 H 0.501 -3.954 -2.482  0.1424
54 Cl -4.277 2.914 2.567  0.6681
55 C -2.717 2.100 2.603  -1.6195
56 Cl -2.183 1.822 4.265  0.6556
57 Cl -1.522 3.084 1.747  0.6859
58 C -2.840 0.725 1.926  -0.9164
59 N -2.036 0.304 1.079  -0.2198

Orbital gap, eV: 6.3
Energy above the lowest of the compared OMol25 structures with the same formula, charge and spin, kcal/mol: 0.00
Charge: +3
LUMO energy, eV: -10.03
Multiplicity: 1

***

C22H23Cl3N4O2PtS3 | ωB97M-V/def2-TZVPD

Last column: Löwdin charge in e.
Positions of all 58 atoms, in Å:
1 Pt -0.079 0.277 0.330  0.9678
2 O -3.436 1.589 -2.383  0.0778
3 C -4.449 0.892 -1.828  -0.2433
4 C -5.745 0.980 -2.328  -0.0012
5 C -6.764 0.240 -1.764  -0.0393
6 C -6.518 -0.619 -0.692  -0.0595
7 C -5.243 -0.722 -0.198  -0.0111
8 C -4.185 0.035 -0.741  -0.0768
9 C -2.864 -0.090 -0.163  -0.3867
10 O -1.947 0.768 -0.383  -0.1953
11 N -2.636 -1.122 0.662  0.0322
12 N -1.347 -1.255 1.012  -0.2193
13 C -1.181 -2.023 2.085  -0.9062
14 S -2.519 -2.453 3.061  1.0629
15 C -1.601 -3.681 4.039  -0.4615
16 C -0.162 -3.225 4.152  -0.4585
17 S 0.359 -2.661 2.502  0.9481
18 H -3.771 2.097 -3.133  0.1261
19 H -5.948 1.637 -3.166  0.1255
20 H -7.764 0.329 -2.166  0.1205
21 H -7.322 -1.196 -0.259  0.1140
22 H -5.030 -1.381 0.632  0.1107
23 H -1.685 -4.641 3.532  0.0927
24 H -2.075 -3.749 5.017  0.0986
25 H 0.499 -4.036 4.452  0.0970
26 H -0.049 -2.390 4.841  0.0940
27 Cl -1.183 2.227 2.451  0.5353
28 C -0.182 3.690 2.705  -0.9474
29 Cl 1.458 3.491 2.105  0.5231
30 H -0.148 3.869 3.772  0.0375
31 H -0.664 4.498 2.170  0.0375
32 Cl 0.151 3.368 -1.317  0.7735
33 C 1.585 2.544 -1.827  -0.5858
34 C 2.722 3.285 -2.091  -0.0643
35 C 3.873 2.637 -2.514  -0.0274
36 C 3.886 1.252 -2.674  -0.0603
37 C 2.754 0.518 -2.387  -0.0459
38 C 1.575 1.145 -1.958  -0.3292
39 C 0.341 0.396 -1.744  -0.1317
40 H 2.698 4.360 -1.980  0.1221
41 H 4.756 3.218 -2.742  0.1260
42 H 4.774 0.759 -3.049  0.1210
43 H 2.749 -0.554 -2.550  0.1167
44 H 0.319 -0.609 -2.154  0.0944
45 H -0.544 0.971 -2.014  0.0497
46 C 5.091 0.289 0.652  0.0210
47 N 4.291 -0.841 0.180  -0.0946
48 C 4.778 -1.908 -0.552  -0.0071
49 C 3.736 -2.720 -0.829  -0.0228
50 N 2.626 -2.134 -0.253  0.0953
51 C 2.972 -0.985 0.349  -0.6886
52 S 1.989 0.094 1.263  0.6273
53 H 6.122 -0.040 0.746  0.1102
54 H 4.727 0.614 1.623  0.0873
55 H 5.018 1.107 -0.063  0.0927
56 H 5.821 -1.995 -0.801  0.1446
57 H 3.687 -3.648 -1.369  0.1387
58 H 1.687 -2.498 -0.262  0.1423

Orbital gap (spin up / spin down), eV: 4.8 / 4.0
Energy above the lowest of the compared OMol25 structures with the same formula, charge and spin, kcal/mol: 0.00
Charge: +2
LUMO energy (spin up / spin down), eV: -8.23 / -8.89
Multiplicity: 1

***

C22H23ClN2O2 | ωB97M-V/def2-TZVPD

Last column: Löwdin charge in e.
Positions of all 50 atoms, in Å:
1 C -1.870 1.453 -5.934  -0.0163
2 C -1.634 1.208 -4.478  -0.3015
3 N -1.862 -0.015 -4.052  0.1452
4 C -1.501 -0.292 -2.749  -0.1618
5 C -1.429 -1.666 -2.368  0.0507
6 C -1.084 -2.007 -1.025  -0.0816
7 C -0.748 -3.495 -0.846  -0.3878
8 C -1.104 -3.943 0.580  -0.0674
9 C 0.664 -3.791 -1.299  -0.0573
10 C -0.947 -0.844 -0.144  -0.1096
11 C -0.574 -0.937 1.260  -0.1657
12 C -1.560 -0.988 2.301  -0.0646
13 C -1.341 -0.728 3.598  -0.1060
14 C -0.041 -0.377 4.035  -0.4869
15 Cl 0.203 0.059 5.776  0.6031
16 C 1.083 -0.317 3.097  -0.2386
17 O 2.292 0.113 3.603  -0.0718
18 C 2.870 1.205 2.973  -0.1476
19 C 2.163 2.647 2.892  -0.2261
20 C 2.969 3.887 3.063  -0.1498
21 C 2.308 3.618 1.690  -0.0913
22 C 0.751 -0.621 1.740  0.0734
23 C -0.948 0.476 -0.600  0.0331
24 C -1.210 0.821 -1.849  -0.0904
25 C -1.009 2.074 -2.436  -0.4516
26 O -0.512 3.049 -1.833  0.0409
27 N -1.207 2.274 -3.707  0.2050
28 H -2.707 2.030 -6.030  0.0441
29 H -2.164 0.577 -6.541  0.0921
30 H -0.944 1.808 -6.463  0.1053
31 H -1.691 -2.495 -3.042  0.1240
32 H -1.401 -4.111 -1.487  0.1284
33 H -1.960 -3.534 1.125  0.0746
34 H -1.132 -5.054 0.648  0.0864
35 H -0.185 -3.650 1.159  0.0878
36 H 1.163 -4.420 -0.608  0.0574
37 H 1.329 -2.843 -1.317  0.1208
38 H 0.665 -4.257 -2.268  0.0720
39 H -2.456 -1.173 1.924  0.0707
40 H -2.280 -0.780 4.257  0.1428
41 H 3.098 0.868 1.994  0.1065
42 H 3.667 1.425 3.593  0.1003
43 H 1.197 2.559 3.397  0.1315
44 H 2.549 4.683 3.616  0.0743
45 H 4.100 3.862 3.189  0.1244
46 H 1.470 4.326 1.502  0.1030
47 H 2.947 3.417 0.832  0.0921
48 H 1.531 -0.440 1.134  0.0783
49 H -0.560 1.205 0.155  0.1612
50 H -0.961 3.134 -4.060  0.1445

Orbital gap, eV: 8.7
Energy above the lowest of the compared OMol25 structures with the same formula, charge and spin, kcal/mol: 120.36
Charge: 0
LUMO energy, eV: 0.27
Structure (SMILES): Cc1nc2cc(C(C)C)c(-c3ccc(Cl)c(OCC4CC4)c3)cc2c(=O)[nH]1
Multiplicity: 1

***

C22H23ClN4O3 | ωB97M-V/def2-TZVPD

Last column: Löwdin charge in e.
Positions of all 53 atoms, in Å:
1 C 2.423 -0.405 3.560  -0.0995
2 C 2.770 -1.786 3.018  -0.2384
3 C 1.765 -2.267 1.969  -0.1110
4 C 1.833 -1.536 0.657  -0.1739
5 C 0.955 -1.651 -0.358  -0.0216
6 C -0.211 -2.545 -0.397  -0.4191
7 O -0.936 -2.632 -1.363  0.1195
8 O -0.391 -3.284 0.712  -0.0240
9 C -1.526 -4.152 0.717  -0.2071
10 C -2.801 -3.402 1.077  -0.0572
11 C 1.067 -0.802 -1.612  -0.1554
12 C -0.018 0.236 -1.612  -0.1369
13 C -1.032 0.447 -2.576  -0.2755
14 C -1.274 -0.342 -3.807  -0.0149
15 N -1.786 1.470 -2.233  0.1455
16 N -1.323 1.942 -1.067  -0.0875
17 C -1.941 3.052 -0.474  -0.2005
18 C -2.054 3.180 0.906  -0.0507
19 C -2.677 4.296 1.437  -0.0835
20 C -3.201 5.271 0.606  -0.0939
21 C -3.110 5.126 -0.769  -0.0794
22 C -2.483 4.022 -1.312  -0.0137
23 C -0.247 1.213 -0.667  -0.5473
24 Cl 0.671 1.583 0.724  0.8499
25 C 2.422 -0.136 -1.672  -0.1444
26 C 2.796 0.503 -2.857  -0.2040
27 N 3.116 1.010 -3.838  0.1613
28 C 3.224 -0.096 -0.585  -0.3181
29 N 4.390 0.607 -0.494  0.1882
30 O 2.939 -0.746 0.574  0.0491
31 H 2.433 0.338 2.768  0.0422
32 H 1.432 -0.412 4.010  0.0771
33 H 3.142 -0.104 4.319  0.0724
34 H 3.775 -1.776 2.594  0.1051
35 H 2.764 -2.503 3.841  0.1104
36 H 0.754 -2.169 2.366  0.1248
37 H 1.922 -3.330 1.770  0.1324
38 H -1.291 -4.914 1.463  0.1243
39 H -1.626 -4.612 -0.271  0.1224
40 H -3.632 -4.100 1.126  0.0780
41 H -3.015 -2.653 0.319  0.0763
42 H -2.691 -2.911 2.041  0.0774
43 H 0.914 -1.438 -2.491  0.1546
44 H -0.416 -0.272 -4.475  0.0836
45 H -2.156 0.038 -4.312  0.0800
46 H -1.425 -1.387 -3.540  0.0711
47 H -1.675 2.413 1.561  0.0779
48 H -2.760 4.396 2.509  0.1032
49 H -3.685 6.138 1.030  0.1001
50 H -3.527 5.879 -1.421  0.1035
51 H -2.405 3.885 -2.378  0.1081
52 H 4.786 0.960 -1.348  0.1060
53 H 5.020 0.356 0.248  0.1131

Orbital gap, eV: 8.9
Energy above the lowest of the compared OMol25 structures with the same formula, charge and spin, kcal/mol: 41.06
Charge: 0
LUMO energy, eV: 0.50
Structure (SMILES): CCCC1=C(C(=O)OCC)[C@@H](c2c(C)nn(-c3ccccc3)c2Cl)C(C#N)=C(N)O1
Multiplicity: 1

***

C22H23F2N3O6S | ωB97M-V/def2-TZVPD

Last column: Löwdin charge in e.
Positions of all 57 atoms, in Å:
1 O -1.019 3.684 0.130  0.0746
2 C -0.604 2.556 0.295  -0.4199
3 C -1.313 1.604 1.257  -0.0508
4 O -0.699 0.329 1.327  -0.0148
5 C -1.405 -0.728 0.871  -0.4232
6 O -2.525 -0.637 0.437  0.1282
7 C -0.643 -1.993 0.973  -0.1179
8 C 0.621 -2.058 1.552  -0.0103
9 C 1.274 -3.277 1.615  -0.0448
10 C 0.685 -4.424 1.116  -0.0215
11 C -0.587 -4.365 0.546  -0.2866
12 N -1.181 -5.524 0.050  -0.0494
13 S -1.194 -6.944 0.947  0.6674
14 O 0.144 -7.384 1.170  -0.2679
15 O -2.126 -7.799 0.286  -0.2733
16 C -1.895 -6.361 2.494  -0.2663
17 C -3.268 -6.264 2.611  -0.0494
18 C -3.819 -5.722 3.759  0.0227
19 C -2.981 -5.273 4.767  -0.1960
20 F -3.510 -4.737 5.873  0.1033
21 C -1.598 -5.378 4.639  -0.1864
22 F -0.797 -4.942 5.618  0.1046
23 C -1.047 -5.928 3.494  0.0278
24 C -1.246 -3.145 0.476  0.0578
25 N 0.482 2.029 -0.312  0.1969
26 C 1.370 2.622 -1.259  -0.5084
27 O 2.294 1.960 -1.667  0.0794
28 N 1.066 3.876 -1.593  0.1273
29 C 1.845 4.653 -2.536  -0.3124
30 C 2.427 5.890 -1.851  -0.1483
31 C 3.239 6.715 -2.845  -0.2014
32 C 2.372 7.126 -4.032  -0.2116
33 C 1.790 5.893 -4.716  -0.2013
34 C 0.975 5.066 -3.725  -0.1482
35 H -2.356 1.497 0.932  0.1390
36 H -1.298 2.050 2.256  0.1494
37 H 1.081 -1.167 1.946  0.1168
38 H 2.258 -3.334 2.054  0.1124
39 H 1.194 -5.373 1.150  0.1050
40 H -2.056 -5.385 -0.431  0.1230
41 H -3.888 -6.632 1.809  0.1177
42 H -4.886 -5.637 3.889  0.1275
43 H 0.020 -6.031 3.391  0.1273
44 H -2.227 -3.067 0.030  0.1289
45 H 0.738 1.078 -0.071  0.1491
46 H 0.255 4.307 -1.160  0.1226
47 H 2.656 4.002 -2.879  0.1526
48 H 3.058 5.580 -1.015  0.1182
49 H 1.609 6.495 -1.453  0.1212
50 H 3.637 7.601 -2.349  0.1086
51 H 4.083 6.121 -3.202  0.1157
52 H 2.967 7.700 -4.745  0.1073
53 H 1.559 7.766 -3.683  0.1133
54 H 1.156 6.194 -5.552  0.1087
55 H 2.602 5.282 -5.114  0.1157
56 H 0.579 4.175 -4.214  0.1185
57 H 0.131 5.657 -3.360  0.1213

Orbital gap, eV: 9.2
Energy above the lowest of the compared OMol25 structures with the same formula, charge and spin, kcal/mol: 34.03
Charge: 0
LUMO energy, eV: -0.18
Structure (SMILES): O=C(COC(=O)c1cccc(NS(=O)(=O)c2ccc(F)c(F)c2)c1)NC(=O)NC1CCCCC1
Multiplicity: 1

***

What is the charge in the first record? 0

***

Number 3 is which compound? C22H23Cl3N4O2PtS3